1.
# C15H51N9O9

9 unconnected molecules or ions with the total composition C15H51N9O9 at a distorted geometry (ωB97M-V with the def2-TZVPD basis set, the OMol25 dataset).

Its largest force on an atom is 4.1 eV/Å. The relative energy (zero: lowest compared OMol25 entry of this formula, charge and spin) is 2.4 kcal/mol. The HOMO energy comes out at -9.210 eV. Its SMILES is COC[C@H](C)N.COC[C@H](C)N.COC[C@H](C)N.NC(N)=O.NC(N)=O.NC(N)=O.O.O.O. The LUMO energy is 0.49 eV.

```
! wB97M-V def2-TZVPD RIJCOSX def2/J DEFGRID3
* xyz 0 1
C 12.545 10.586 13.563
C 11.191 9.862 13.518
C 11.058 8.863 14.670
O 12.181 8.022 14.602
C 12.144 6.913 15.436
N 10.026 10.764 13.643
H 13.346 9.836 13.481
H 12.673 11.053 14.468
H 12.628 11.437 12.809
H 11.133 9.239 12.646
H 10.110 8.307 14.667
H 11.150 9.419 15.597
H 13.087 6.416 15.192
H 11.254 6.260 15.307
H 12.079 7.257 16.452
H 10.083 11.138 14.601
H 10.038 11.564 13.016
C 14.093 13.475 7.383
C 12.830 12.769 7.893
C 13.260 11.593 8.772
O 13.864 10.580 7.967
C 12.971 9.471 7.851
N 11.979 13.654 8.688
H 13.908 14.130 6.578
H 14.921 12.840 7.077
H 14.469 14.123 8.223
H 12.220 12.336 7.041
H 12.332 11.336 9.281
H 13.984 11.915 9.507
H 13.485 8.761 7.191
H 12.069 9.759 7.268
H 12.725 9.007 8.732
H 12.591 13.993 9.394
H 11.678 14.383 8.052
C 11.011 17.401 9.376
C 10.488 16.974 10.810
C 11.710 16.549 11.586
O 12.455 15.450 11.118
C 13.529 15.090 11.891
N 9.893 18.198 11.389
H 10.143 17.716 8.811
H 11.466 16.606 8.810
H 11.846 18.235 9.431
H 9.763 16.193 10.752
H 11.378 16.319 12.624
H 12.368 17.423 11.679
H 13.978 16.050 12.246
H 14.184 14.408 11.403
H 13.230 14.562 12.816
H 10.187 19.069 11.002
H 9.763 18.124 12.366
O 8.866 7.437 10.339
H 8.817 8.135 11.065
H 9.283 6.644 10.685
O 8.906 15.119 13.490
H 8.179 15.604 13.107
H 8.454 14.464 14.125
O 7.636 9.435 12.015
H 7.639 10.231 11.443
H 8.282 9.724 12.719
C 6.757 9.806 7.626
O 6.889 10.989 7.364
N 5.745 9.031 7.003
N 7.467 9.105 8.568
H 5.829 7.987 7.101
H 5.639 9.280 6.012
H 7.513 8.115 8.436
H 8.027 9.579 9.248
C 6.953 12.498 15.016
O 7.368 13.620 15.099
N 6.747 11.650 16.079
N 6.697 11.971 13.797
H 6.472 10.665 16.008
H 6.608 12.058 16.947
H 7.168 12.442 13.051
H 6.614 10.992 13.644
C 9.097 12.396 10.637
O 8.062 12.299 11.317
N 10.160 13.186 11.012
N 9.237 11.718 9.424
H 10.927 13.473 10.390
H 10.035 13.695 11.881
H 8.365 11.557 8.948
H 10.028 12.071 8.828
*
```

Löwdin atomic charge list, values in e, 5 entries: -0.044 -0.403 -0.215 -0.204 -0.117

---

2.
# C15H33Br9O8P2

A molecular structure, C15H33Br9O8P2 at a distorted geometry (ωB97M-V with the def2-TZVPD basis set, the OMol25 dataset).

Its largest force on an atom is 3.1 eV/Å. The relative energy (zero: lowest compared OMol25 entry of this formula, charge and spin) is 31.9 kcal/mol. The HOMO energy comes out at -9.993 eV. The LUMO energy is -0.68 eV.

```
! wB97M-V def2-TZVPD RIJCOSX def2/J DEFGRID3
* xyz 0 1
C 2.281 -4.291 4.341
Br 1.833 -5.765 5.590
Br 1.223 -2.701 4.733
Br 2.017 -4.848 2.438
H 3.337 -4.053 4.463
C 1.065 1.154 4.245
Br 0.700 1.313 6.166
Br 2.959 1.375 3.912
Br -0.098 2.410 3.171
H 0.792 0.142 3.943
C -2.751 5.110 2.705
Br -4.303 4.655 1.605
Br -3.391 6.424 4.118
Br -1.206 5.896 1.713
H -2.361 4.196 3.153
C 1.061 -0.033 -5.080
C 0.896 0.710 -3.744
O 1.734 0.056 -2.782
P 2.960 0.893 -2.149
O 2.878 2.342 -2.180
O 4.284 0.175 -2.799
C 4.378 -1.169 -3.294
C 3.904 -2.206 -2.290
O 2.891 0.421 -0.580
C 1.631 0.427 0.096
C 1.638 -0.672 1.050
H 0.483 0.569 -5.781
H 2.079 -0.161 -5.448
H 0.625 -1.028 -4.984
H 0.957 1.771 -3.987
H -0.119 0.609 -3.360
H 3.824 -1.294 -4.224
H 5.442 -1.354 -3.437
H 2.837 -2.399 -2.397
H 4.343 -3.195 -2.419
H 4.099 -1.867 -1.273
H 1.380 1.405 0.506
H 0.820 0.374 -0.630
H 1.629 -1.587 0.458
H 2.504 -0.657 1.712
H 0.714 -0.666 1.628
C -1.834 -3.079 2.183
C -2.689 -1.923 1.814
O -1.863 -0.842 1.299
P -2.500 0.590 0.789
O -3.080 1.497 1.853
O -3.639 0.136 -0.281
C -3.251 -0.614 -1.388
C -4.409 -1.583 -1.818
O -1.377 1.324 -0.057
C -1.675 2.567 -0.666
C -0.436 3.403 -0.599
H -1.178 -3.469 1.406
H -1.086 -2.660 2.857
H -2.295 -3.913 2.713
H -3.421 -2.219 1.062
H -3.257 -1.548 2.665
H -2.874 -0.032 -2.228
H -2.365 -1.217 -1.187
H -4.035 -2.326 -2.522
H -4.770 -2.195 -0.991
H -5.230 -1.038 -2.283
H -1.990 2.494 -1.707
H -2.433 3.167 -0.162
H 0.361 3.030 -1.242
H -0.589 4.456 -0.835
H -0.058 3.511 0.417
*
```

Löwdin atomic charge list, values in e, 5 entries: -1.499 0.533 0.585 0.511 -0.022

---

3.
# C21H30F3O5S

2 unconnected molecules or ions with the total composition C21H30F3O5S at a distorted geometry (ωB97M-V with the def2-TZVPD basis set, the OMol25 dataset).

Its largest force on an atom is 2.8 eV/Å. The relative energy (zero: lowest compared OMol25 entry of this formula, charge and spin) is 0.0 kcal/mol. The HOMO energy comes out at -3.021 eV. The LUMO energy is 2.56 eV.

```
! wB97M-V def2-TZVPD RIJCOSX def2/J DEFGRID3
* xyz -1 1
C 1.172 2.098 2.014
C 1.272 2.051 0.488
C 2.670 1.722 -0.028
C 2.702 1.563 -1.553
C 1.709 0.658 -2.175
C 1.208 1.026 -3.496
O 0.531 0.364 -4.264
O 1.629 2.297 -3.810
C 1.347 2.695 -5.158
C 1.999 4.032 -5.432
C 1.611 -0.724 -1.727
O 0.735 -1.551 -1.935
O 2.690 -0.986 -0.932
C 2.917 -2.374 -0.698
C 4.158 -2.520 0.141
H 0.155 2.384 2.300
H 1.365 1.115 2.468
H 1.886 2.814 2.442
H 0.563 1.303 0.099
H 0.975 3.020 0.054
H 3.367 2.536 0.222
H 3.057 0.812 0.449
H 2.521 2.540 -2.004
H 3.721 1.267 -1.863
H 1.750 1.942 -5.847
H 0.257 2.736 -5.287
H 1.753 4.358 -6.445
H 1.670 4.801 -4.729
H 3.088 3.947 -5.362
H 2.036 -2.804 -0.208
H 3.063 -2.864 -1.669
H 4.363 -3.581 0.296
H 5.026 -2.080 -0.358
H 4.045 -2.038 1.118
C -4.430 0.121 2.637
C -3.108 -0.242 1.982
C -2.159 0.937 2.027
C -2.586 -1.504 2.701
C -2.738 -2.783 2.172
C -2.237 -3.890 2.867
C -1.634 -3.724 4.119
C -1.517 -2.446 4.671
C -2.012 -1.350 3.969
O -3.392 -0.612 0.631
S -2.224 -0.522 -0.616
C -3.501 -1.302 -1.622
F -4.640 -0.539 -1.640
F -3.112 -1.521 -2.896
F -3.840 -2.507 -1.054
H -4.246 0.474 3.662
H -4.922 0.929 2.084
H -5.102 -0.746 2.708
H -2.128 1.351 3.044
H -1.141 0.636 1.749
H -2.511 1.713 1.330
H -3.216 -2.941 1.210
H -2.325 -4.883 2.433
H -1.268 -4.577 4.680
H -1.051 -2.281 5.645
H -1.972 -0.349 4.395
*
```

Löwdin atomic charge list, values in e, 5 entries: -0.130 -0.262 -0.221 -0.204 -0.123